The following is a quantum chemistry calculation of the molecule C3H4N2O2, from the Open Molecules 2025 dataset.

ORCA input file:
```
! RIJCOSX wB97M-V def2-TZVPD def2/J DEFGRID3
* xyz 0 1
N 0.97707 -1.46358 -0.71242
C 0.22823 -0.52938 -0.02013
C -0.94174 -0.57848 0.63869
O -1.48631 0.71308 0.62473
C -0.55089 1.57773 0.17182
O -0.71087 2.76090 0.07997
N 0.60869 0.83928 -0.16260
H 1.44047 -0.99299 -1.48493
H 0.38242 -2.19802 -1.07877
H -1.30352 -1.19211 1.44224
H 1.35645 1.06358 0.50141
*
```

Values from the calculation:
structure (SMILES)	Nc1coc(=O)[nH]1
Kohn-Sham gap	9.034	eV
HOMO	-8.3891	eV
LUMO level	0.65	eV
F_max	0.0207	Eh/bohr
relative energy (zero: lowest compared OMol25 entry of this formula, charge and spin)	2.305	eV